# 1
Computed, not measured: a 2-piece molecular cluster, C23H34N3O3 overall at a distorted geometry, with the ωB97M-V functional and the def2-TZVPD basis.

Last column: Löwdin charge in e.
Element x y z (Å)
C (4.353290, -4.091883, -0.341704)  -0.13
O (5.382629, -3.048782, -0.086411)  -0.27
C (5.126004, -1.860983, -0.921304)  -0.23
C (6.563042, -1.295352, -1.482165)  -0.17
C (6.457571, -0.409239, -2.857464)  -0.21
C (4.984961, 0.261696, -3.137586)  -0.23
C (4.732140, 1.482996, -2.066203)  -0.20
C (3.176615, 2.006104, -2.315978)  -0.20
C (2.336148, 1.755703, -0.928545)  -0.21
C (1.661714, 0.233806, -0.840385)  -0.17
C (0.191579, 0.458740, -0.100421)  -0.03
C (0.267582, 0.841026, 1.524942)  0.05
C (-1.175981, 1.095912, 2.266879)  0.00
C (-2.562508, 0.926321, 1.386074)  0.03
N (-2.514192, 0.582653, -0.095501)  0.07
C (-1.264388, 0.332505, -0.908346)  -0.10
N (-1.183196, 0.028136, -2.385278)  0.08
C (-1.678577, -1.210001, -2.702795)  -0.25
C (-1.439460, -1.697188, -4.285269)  -0.05
C (-2.512204, -2.224139, -1.723359)  -0.06
H (4.409142, -4.497794, -1.462717)  0.11
H (3.283072, -3.692889, -0.086124)  0.09
H (4.613745, -5.021272, 0.339434)  0.11
H (4.622029, -1.033484, -0.260100)  0.11
H (4.407463, -2.226600, -1.800207)  0.12
H (7.119928, -0.667834, -0.636651)  0.13
H (7.217738, -2.259977, -1.734902)  0.13
H (7.288386, 0.442415, -2.817513)  0.12
H (6.754255, -1.130621, -3.749521)  0.11
H (5.019174, 0.728870, -4.214095)  0.12
H (4.092732, -0.517679, -3.141029)  0.10
H (4.886127, 1.187267, -0.943398)  0.10
H (5.439245, 2.368877, -2.361500)  0.12
H (3.199225, 3.180047, -2.516230)  0.12
H (2.663079, 1.431523, -3.218681)  0.12
H (1.400563, 2.496022, -0.942594)  0.12
H (2.956208, 1.973702, 0.060308)  0.12
H (1.520300, -0.270916, -1.888911)  0.11
H (2.359121, -0.447183, -0.190440)  0.10
H (1.311576, 0.957273, 2.077931)  0.13
H (-1.158196, 1.397758, 3.420306)  0.12
H (-3.580977, 1.122839, 1.976853)  0.13
H (-3.432961, 0.513122, -0.593157)  0.15
H (-1.730420, -2.825924, -4.457237)  0.09
H (-0.282160, -1.496256, -4.491500)  0.10
H (-2.100777, -0.944647, -4.927455)  0.11
H (-1.910739, -2.610823, -0.789393)  0.10
H (-2.757821, -3.196762, -2.368712)  0.09
H (-3.578141, -1.793402, -1.414930)  0.10
C (-7.366861, 2.973973, 5.859864)  -0.06
C (-6.175535, 2.290590, 6.108601)  -0.06
C (-5.744194, 1.293834, 5.231209)  -0.01
C (-6.514912, 0.991336, 4.100166)  -0.15
C (-7.715202, 1.670492, 3.852146)  0.00
C (-8.137735, 2.663397, 4.738303)  -0.06
N (-6.053967, -0.037752, 3.160496)  -0.33
O (-4.996671, -0.629308, 3.424864)  0.03
O (-6.745797, -0.253158, 2.155005)  0.06
H (-7.696230, 3.754281, 6.543851)  0.11
H (-5.580980, 2.537291, 6.985640)  0.11
H (-4.813454, 0.770507, 5.439068)  0.12
H (-8.325634, 1.442417, 2.980882)  0.12
H (-9.066510, 3.198417, 4.552891)  0.11

Cartesian forces (eV/Å) of the 3 atoms listed first:
0.488 -0.755 0.073
-1.845 -0.216 -1.368
0.400 -0.154 -0.411

M in g/mol: 400.54
2S+1: 1
Charge: +1



# 2
Computed, not measured: an isolated molecule of C23H34N4O, with the ωB97M-V functional and the def2-TZVPD basis.

Last column: Löwdin charge in e.
Element x y z (Å)
C (4.213241, 0.284777, -2.370895)  -0.03
C (3.891842, -0.792520, -1.395084)  -0.31
N (3.440914, -1.968825, -1.797576)  0.11
N (3.258471, -2.699665, -0.697391)  -0.16
C (2.728440, -4.027283, -0.797255)  -0.02
C (3.591411, -2.019955, 0.422022)  -0.23
C (3.458948, -2.596914, 1.783104)  -0.01
C (4.008279, -0.765313, 0.009221)  -0.16
C (4.413084, 0.392029, 0.864275)  -0.12
C (3.268307, 0.817720, 1.804436)  -0.09
C (1.924920, 0.692349, 1.105168)  -0.46
O (1.165975, -0.221714, 1.376693)  0.06
N (1.632192, 1.584720, 0.127210)  -0.04
C (2.249341, 2.873997, -0.073956)  -0.16
C (1.342763, 3.977234, 0.483046)  -0.16
C (-0.034787, 3.907363, -0.171896)  -0.15
C (-0.633748, 2.510058, 0.004793)  -0.32
N (-1.926994, 2.451948, -0.625973)  0.05
C (-2.793168, 1.380714, -0.488407)  -0.26
C (-2.690950, 0.439446, 0.536143)  -0.02
C (-3.629764, -0.565885, 0.658459)  -0.03
C (-4.698649, -0.678651, -0.221197)  -0.23
C (-5.718241, -1.783153, -0.088093)  -0.40
C (-5.061640, -3.154062, -0.265699)  -0.07
C (-6.442401, -1.701292, 1.257348)  -0.07
C (-4.795939, 0.259189, -1.240970)  -0.04
C (-3.864162, 1.267205, -1.377031)  -0.03
C (0.359746, 1.469765, -0.552334)  -0.09
H (3.574188, 1.151711, -2.208403)  0.06
H (4.052016, -0.089956, -3.377438)  0.08
H (5.251676, 0.599203, -2.269903)  0.08
H (1.804062, -4.114634, -0.223188)  0.09
H (3.447935, -4.765596, -0.434519)  0.09
H (2.522173, -4.215072, -1.848695)  0.09
H (3.597304, -3.675947, 1.766887)  0.07
H (2.465863, -2.376703, 2.176497)  0.08
H (4.199376, -2.157990, 2.448244)  0.08
H (4.696884, 1.219313, 0.211680)  0.10
H (5.286300, 0.132089, 1.470955)  0.12
H (3.225755, 0.135106, 2.653431)  0.11
H (3.434266, 1.824836, 2.189345)  0.11
H (2.382704, 3.026682, -1.151938)  0.12
H (3.228487, 2.914405, 0.397155)  0.11
H (1.240465, 3.843163, 1.562134)  0.12
H (1.798074, 4.951986, 0.301335)  0.11
H (0.059444, 4.124304, -1.239890)  0.12
H (-0.702462, 4.651338, 0.265430)  0.12
H (-0.767066, 2.315877, 1.075193)  0.15
H (-1.958637, 2.882344, -1.539785)  0.13
H (-1.873296, 0.475150, 1.238149)  0.10
H (-3.514723, -1.280176, 1.460305)  0.11
H (-6.462337, -1.656526, -0.883136)  0.13
H (-5.811342, -3.941809, -0.224191)  0.07
H (-4.329857, -3.334083, 0.517798)  0.07
H (-4.553975, -3.208052, -1.226391)  0.08
H (-5.746692, -1.852668, 2.078824)  0.07
H (-6.906858, -0.724873, 1.377629)  0.08
H (-7.216476, -2.463818, 1.317847)  0.07
H (-5.613570, 0.198661, -1.946283)  0.11
H (-3.960284, 1.984618, -2.181162)  0.11
H (0.512708, 1.634873, -1.624596)  0.14
H (-0.019513, 0.458933, -0.397491)  0.12

Cartesian forces (eV/Å) of the 3 atoms listed first:
-0.024 -0.116 0.071
-0.058 -0.285 0.289
-0.066 0.097 -0.826

M in g/mol: 382.55
2S+1: 1
SMILES: Cc1nn(C)c(C)c1CCC(=O)N1CCC[C@@H](Nc2ccc(C(C)C)cc2)C1



# 3
Computed, not measured: C23H34NO3PPdS2Sb2Te as an isolated structure at a distorted geometry, with the ωB97M-V functional and the def2-TZVPD basis.

Last column: Löwdin charge in e.
Element x y z (Å)
Pd (0.261755, -1.034586, -0.262460)  -0.08
C (-0.663072, 4.356722, 1.489715)  -0.37
Sb (-0.501555, 2.443715, 0.417161)  1.29
C (-0.576929, 1.386818, 2.282252)  -0.34
C (-2.673019, 2.410584, 0.105409)  -0.35
C (-3.057888, 3.109879, -1.151980)  -0.29
C (-3.277597, 4.489383, -1.124953)  -0.08
C (-3.552302, 5.220567, -2.270380)  -0.12
C (-3.618787, 4.565206, -3.491034)  -0.12
C (-3.430800, 3.191529, -3.529753)  -0.07
C (-3.161300, 2.438740, -2.386742)  -0.28
C (-3.038519, 0.952078, -2.504263)  -0.32
Sb (-1.090030, -0.004113, -2.145535)  0.91
C (-0.194336, 1.523539, -3.398052)  -0.33
C (-1.260821, -1.415134, -3.725820)  -0.33
H (-1.052191, 5.134255, 0.830698)  -0.03
H (0.319292, 4.671557, 1.845931)  -0.02
H (-1.334946, 4.223030, 2.339393)  -0.01
H (-1.621825, 1.186293, 2.520487)  0.00
H (-0.128073, 2.024047, 3.045835)  -0.01
H (-0.045430, 0.438623, 2.225641)  -0.03
H (-3.068161, 2.937642, 0.976241)  0.05
H (-2.976339, 1.361483, 0.145172)  -0.01
H (-3.218522, 4.997920, -0.168343)  0.10
H (-3.709427, 6.291111, -2.205563)  0.09
H (-3.824608, 5.111520, -4.404242)  0.08
H (-3.499358, 2.673045, -4.480523)  0.10
H (-3.262842, 0.658481, -3.531976)  0.05
H (-3.714299, 0.426361, -1.829545)  0.01
H (-0.765026, 1.565636, -4.329635)  -0.01
H (0.845773, 1.272629, -3.592299)  -0.04
H (-0.254437, 2.494369, -2.905974)  -0.02
H (-1.719096, -0.948586, -4.599195)  -0.01
H (-1.873274, -2.235593, -3.356698)  -0.02
H (-0.263427, -1.772854, -3.979785)  -0.02
S (2.075088, -0.960739, -2.233957)  0.43
C (2.664067, -0.563560, -0.634128)  -1.17
N (2.440245, 0.531879, 0.058166)  -0.02
C (3.264562, 0.598866, 1.161958)  -0.34
C (3.219658, 1.616229, 2.114891)  -0.04
C (4.093684, 1.583244, 3.186871)  -0.12
C (5.015947, 0.541990, 3.320617)  -0.13
C (5.072509, -0.472156, 2.378294)  -0.11
C (4.206778, -0.434020, 1.293836)  -0.50
S (4.031522, -1.519638, -0.030790)  0.96
H (2.494625, 2.414262, 2.007520)  0.09
H (4.054261, 2.365900, 3.935828)  0.08
H (5.680586, 0.518118, 4.176403)  0.08
H (5.770319, -1.292020, 2.496379)  0.10
C (1.741712, -5.417017, -1.530418)  -0.09
C (0.873420, -4.512861, -0.682142)  -0.36
O (1.664952, -4.012361, 0.382499)  -0.32
P (1.027691, -2.769544, 1.279946)  0.48
O (2.063330, -2.465824, 2.322797)  -0.40
Te (-2.312339, -1.707700, 0.007909)  0.06
O (-0.208535, -3.574016, 2.006291)  -0.39
C (0.130818, -4.577508, 2.946362)  -0.34
C (-0.237448, -4.113407, 4.342236)  -0.09
H (1.156949, -5.871915, -2.334468)  0.06
H (2.177530, -6.213256, -0.922168)  0.07
H (2.554272, -4.841483, -1.977023)  0.07
H (0.004659, -5.053450, -0.286181)  0.11
H (0.485103, -3.681409, -1.280905)  0.07
H (1.199381, -4.805312, 2.903164)  0.10
H (-0.423765, -5.484377, 2.676275)  0.11
H (0.348545, -3.227441, 4.587576)  0.07
H (-0.032368, -4.892103, 5.084581)  0.06
H (-1.296340, -3.853269, 4.392595)  0.07

Cartesian forces (eV/Å) of the 3 atoms listed first:
-0.554 -1.026 0.338
0.016 -0.054 -0.157
-0.001 0.249 0.133

M in g/mol: 945.18
2S+1: 1
Charge: -2



| no. | HOMO-LUMO gap (eV) | E (Eh) |
| --- | --- | --- |
| 1 | 7.190 | -1285.97388 |
| 2 | 8.217 | -1191.11946 |
| 3 | 5.001 | -3191.55404 |